The following is a quantum chemistry calculation of one molecule with the formula CH5PS in a non-equilibrium geometry, from the OMol25 dataset.

Each atom is followed by the atoms it is bonded to, with distances in Å.
Positions of all 8 atoms, in Å:
1 C 1.346 -0.150 0.208  S2 1.945, H4 1.041, H5 1.181, H6 1.088
2 S -0.096 1.153 0.121  C1 1.945, P3 2.033
3 P -1.597 -0.215 0.216  S2 2.033, H7 1.386, H8 1.325
4 H 2.011 0.306 0.866  C1 1.041
5 H 1.831 -0.157 -0.869  C1 1.181
6 H 0.769 -1.017 0.520  C1 1.088
7 H -2.610 0.702 -0.017  P3 1.386
8 H -1.653 -0.622 -1.044  P3 1.325

Output
structure (SMILES)	CSP
relative energy (zero: lowest compared OMol25 entry of this formula, charge and spin)	73.1	kJ/mol
total energy	-780.59468	a.u.
orbital gap	0.345	hartree
F_max	4.2	eV/Å
molecular weight	80.09	g/mol
multiplicity	1
HOMO	-8.50	eV

Charges obtained by Löwdin population analysis, quoted in units of e: atom 1 (C): -0.387, atom 2 (S): 0.317, atom 3 (P): 0.396, atom 4 (H): -0.027, atom 5 (H): 0.071, atom 6 (H): -0.028, atom 7 (H): -0.151, atom 8 (H): -0.191